No. 1
17 unconnected molecules or ions with the total composition C40H102BrN2O17 at a distorted geometry. Source: the Open Molecules 2025 dataset; level of theory: the ωB97M-V functional and the def2-TZVPD basis.

Each atom is followed by the atoms it is bonded to, with distances in Å.
Atoms and positions in Å:
1 H -1.391 3.728 1.572  O85 0.960
2 H 9.595 -6.729 -2.448  C72 1.094
3 H -4.551 -0.530 -1.298  C21 1.094
4 C 1.533 1.626 -4.309  C28 1.537, H69 1.098, H99 1.089, C111 1.563
5 O 2.136 -3.683 3.005  H117 0.961, C123 1.420
6 H 2.660 0.297 1.492  C16 1.090
7 H 1.760 -1.059 12.622  C90 1.093
8 H -6.612 1.968 -7.621  C95 1.088
9 O -6.400 0.057 -6.926  H89 0.962, C95 1.425
10 H 5.651 -7.148 -3.277  C86 1.091
11 C 4.088 0.150 -1.611  N13 1.344, C87 1.395, C156 1.521
12 H 0.026 2.135 9.977  C88 1.088
13 N 4.532 -1.110 -1.473  C11 1.344, C82 1.335, H145 1.018
14 C -11.442 0.477 -6.679  O71 1.426, H91 1.092, H93 1.093, H135 1.087
15 C 6.813 -0.718 4.848  O19 1.427, H23 1.092, H109 1.094, H154 1.087
16 C 3.500 -0.034 0.882  H6 1.090, C48 1.550, H70 1.094, C156 1.544
17 H 2.297 -0.517 10.436  O120 0.961
18 H 7.680 -3.638 1.421  C52 1.090
19 O 6.145 -1.939 4.530  C15 1.427, H37 0.962
20 O -0.993 2.489 5.371  H53 0.961, C75 1.432
21 C -5.605 -0.754 -1.104  H3 1.094, N41 1.459, C126 1.535, H142 1.094
22 H 3.515 -0.848 12.377  C90 1.089
23 H 6.350 -0.253 5.721  C15 1.092
24 H -0.776 4.525 5.440  C75 1.088
25 H 4.075 1.705 -0.196  C156 1.092
26 H -7.356 0.551 -0.997  C126 1.091
27 C -4.266 2.143 -1.038  H59 1.093, C64 1.540, H79 1.096, C151 1.561
28 C 0.365 2.595 -4.555  C4 1.537, H46 1.095, C106 1.549, H146 1.097
29 O 5.121 0.698 -5.066  H110 0.967, C150 1.348
30 H -1.630 2.813 -1.365  C130 1.098
31 H 4.432 -6.314 -2.282  C86 1.089
32 H -6.876 1.779 -5.872  C95 1.096
33 H 2.566 6.416 -5.443  O131 0.961
34 C 2.713 7.275 -3.711  H58 1.092, H107 1.092, O131 1.427, H140 1.087
35 H 2.554 0.460 13.085  C90 1.086
36 H 2.629 3.472 -4.386  C111 1.099
37 H 5.226 -1.730 4.337  O19 0.962
38 C -5.613 -2.577 -2.737  N41 1.368, H105 1.077, C138 1.372
39 H -10.081 0.593 -5.296  O71 0.962
40 H -8.460 -3.191 2.888  C97 1.087
41 N -6.146 -1.397 -2.296  C21 1.459, C38 1.368, C98 1.352
42 H 6.598 -5.912 -1.567  O78 0.962
43 H -6.304 2.642 -1.280  C64 1.096
44 H -6.902 -2.772 2.142  C97 1.094
45 Br 1.630 1.375 -0.713  C156 1.938
46 H -0.561 2.098 -4.863  C28 1.095
47 H -1.865 2.389 3.402  C115 1.093
48 C 4.779 0.152 1.738  C16 1.550, H54 1.093, H56 1.090, H113 1.090
49 O 6.224 -2.802 0.189  C52 1.439, H96 0.962
50 H -7.980 -3.017 0.101  O155 0.962
51 H 4.736 2.784 -3.356  C60 1.099
52 C 7.074 -2.735 1.347  H18 1.090, O49 1.439, H67 1.087, H141 1.092
53 H -0.994 1.753 5.990  O20 0.961
54 H 4.461 0.256 2.778  C48 1.093
55 H -10.636 2.750 -2.808  C128 1.092
56 H 5.356 -0.773 1.703  C48 1.090
57 H 1.707 -3.174 1.046  C123 1.095
58 H 1.817 7.888 -3.827  C34 1.092
59 H -4.321 2.487 -0.002  C27 1.093
60 C 3.818 2.228 -3.123  H51 1.099, C87 1.518, C111 1.549, H129 1.087
61 H 1.646 -7.835 -4.974  C68 1.086
62 H -3.636 4.183 -1.407  C151 1.093
63 H -8.114 1.221 -7.034  C95 1.091
64 C -5.678 1.777 -1.529  C27 1.540, H43 1.096, H73 1.095, C126 1.539
65 H 8.654 -4.801 -3.280  O77 0.962
66 H -8.006 -1.864 -4.912  C81 1.080
67 H 6.447 -2.656 2.232  C52 1.087
68 C 1.353 -6.922 -4.462  H61 1.086, O80 1.428, H100 1.092, H102 1.093
69 H 1.548 0.945 -5.169  C4 1.098
70 H 3.299 -1.092 0.691  C16 1.094
71 O -10.350 1.138 -6.042  C14 1.426, H39 0.962
72 C 9.525 -6.512 -3.518  H2 1.094, O77 1.424, H112 1.093, H148 1.087
73 H -5.702 1.652 -2.616  C64 1.095
74 H 4.744 1.431 14.780  C143 1.087
75 C -0.778 3.684 6.129  O20 1.432, H24 1.088, H84 1.090, H127 1.091
76 H -6.140 0.779 0.291  C126 1.095
77 O 9.449 -5.106 -3.728  H65 0.962, C72 1.424
78 O 6.309 -5.414 -2.337  H42 0.962, C86 1.435
79 H -3.616 1.261 -1.072  C27 1.096
80 O 2.001 -6.903 -3.190  C68 1.428, H125 0.961
81 C -7.276 -1.920 -4.118  H66 1.080, C98 1.376, C138 1.419
82 C 5.136 -1.775 -2.461  N13 1.335, C133 1.359, H160 1.085
83 H 3.373 2.185 -5.297  C111 1.087
84 H 0.181 3.637 6.647  C75 1.090
85 O -2.295 3.411 1.639  H1 0.960, C115 1.430
86 C 5.268 -6.175 -2.967  H10 1.091, H31 1.089, O78 1.435, H153 1.087
87 C 4.251 0.802 -2.834  C11 1.395, C60 1.518, C150 1.405
88 C 1.045 2.506 9.896  H12 1.088, H94 1.087, O122 1.432, H152 1.089
89 H -6.799 -0.494 -6.247  O9 0.962
90 C 2.547 -0.348 12.360  H7 1.093, H22 1.089, H35 1.086, O120 1.432
91 H -12.281 0.368 -5.987  C14 1.092
92 H 0.316 3.108 -2.415  C106 1.094
93 H -11.137 -0.507 -7.041  C14 1.093
94 H 1.663 1.756 9.408  C88 1.087
95 C -7.043 1.326 -6.856  H8 1.088, O9 1.425, H32 1.096, H63 1.091
96 H 6.801 -2.879 -0.576  O49 0.962
97 C -7.989 -2.723 2.027  H40 1.087, H44 1.094, H136 1.094, O155 1.423
98 C -7.157 -1.000 -3.101  N41 1.352, C81 1.376, H114 1.079
99 H 1.403 0.998 -3.428  C4 1.089
100 H 0.268 -6.915 -4.339  C68 1.092
101 H 4.471 -1.312 15.418  O137 0.961
102 H 1.657 -6.061 -5.063  C68 1.093
103 H -1.942 3.749 -4.267  C139 1.095
104 H -8.448 2.382 -3.477  O157 0.962
105 H -4.810 -3.114 -2.260  C38 1.077
106 C 0.019 3.538 -3.376  C28 1.549, H92 1.094, H134 1.095, C139 1.554
107 H 3.594 7.868 -3.968  C34 1.092
108 H 1.922 4.030 9.061  O122 0.961
109 H 6.776 -0.032 3.996  C15 1.094
110 H 6.066 0.669 -5.269  O29 0.967
111 C 2.888 2.404 -4.349  C4 1.563, H36 1.099, C60 1.549, H83 1.087
112 H 8.641 -6.998 -3.940  C72 1.093
113 H 5.361 1.036 1.478  C48 1.090
114 H -7.714 -0.095 -2.913  C98 1.079
115 C -2.267 2.204 2.403  H47 1.093, O85 1.430, H118 1.088, H159 1.096
116 H -10.084 2.362 -1.166  C128 1.087
117 H 1.229 -3.956 3.168  O5 0.961
118 H -3.282 1.821 2.491  C115 1.088
119 H -4.266 3.310 -2.842  C151 1.094
120 O 2.298 0.210 11.065  H17 0.961, C90 1.432
121 H -2.177 1.845 -2.763  C130 1.098
122 O 1.018 3.711 9.123  C88 1.432, H108 0.961
123 C 2.388 -3.817 1.614  O5 1.420, H57 1.095, H149 1.093, H162 1.090
124 H 5.860 -1.738 -4.459  C133 1.083
125 H 1.733 -6.095 -2.745  O80 0.961
126 C -6.288 0.581 -0.776  C21 1.535, H26 1.091, C64 1.539, H76 1.095
127 H -1.579 3.818 6.858  C75 1.091
128 C -9.786 2.782 -2.124  H55 1.092, H116 1.087, H132 1.092, O157 1.427
129 H 3.367 2.733 -2.272  C60 1.087
130 C -2.192 2.843 -2.308  H30 1.098, H121 1.098, C139 1.538, C151 1.534
131 O 2.634 6.111 -4.533  H33 0.961, C34 1.427
132 H -9.474 3.819 -1.977  C128 1.092
133 C 5.344 -1.200 -3.675  C82 1.359, H124 1.083, C150 1.399
134 H 0.537 4.498 -3.468  C106 1.095
135 H -11.755 1.085 -7.523  C14 1.087
136 H -8.310 -1.679 1.967  C97 1.094
137 O 4.495 -0.596 14.777  H101 0.961, C143 1.425
138 C -6.294 -2.917 -3.879  C38 1.372, C81 1.419, H144 1.080
139 C -1.504 3.830 -3.266  H103 1.095, C106 1.554, C130 1.538, H158 1.094
140 H 2.791 6.952 -2.675  C34 1.087
141 H 7.725 -1.860 1.290  C52 1.092
142 H -5.634 -1.403 -0.224  C21 1.094
143 C 4.715 0.615 15.497  H74 1.087, O137 1.425, H147 1.093, H161 1.092
144 H -6.132 -3.777 -4.512  C138 1.080
145 H 4.447 -1.627 -0.600  N13 1.018
146 H 0.653 3.232 -5.401  C28 1.097
147 H 3.904 0.792 16.208  C143 1.093
148 H 10.414 -6.885 -4.019  C72 1.087
149 H 2.265 -4.855 1.297  C123 1.093
150 C 4.897 0.111 -3.873  O29 1.348, C87 1.405, C133 1.399
151 C -3.631 3.236 -1.954  C27 1.561, H62 1.093, H119 1.094, C130 1.534
152 H 1.434 2.704 10.894  C88 1.089
153 H 4.925 -5.631 -3.843  C86 1.087
154 H 7.851 -0.945 5.074  C15 1.087
155 O -8.396 -3.433 0.862  H50 0.962, C97 1.423
156 C 3.462 0.825 -0.400  C11 1.521, C16 1.544, H25 1.092, Br45 1.938
157 O -8.704 2.002 -2.631  H104 0.962, C128 1.427
158 H -1.661 4.842 -2.882  C139 1.094
159 H -1.650 1.462 1.883  C115 1.096
160 H 5.491 -2.784 -2.285  C82 1.085
161 H 5.666 0.576 16.032  C143 1.092
162 H 3.416 -3.508 1.426  C123 1.090

## Properties
- net charge = +1
- HOMO (eV) = -9.45
- orbital gap (eV) = 6.1


No. 2
A gas-phase ion, C4H11N3O (charge +2) at a distorted geometry. Source: the Open Molecules 2025 dataset; level of theory: the ωB97M-V functional and the def2-TZVPD basis.

Each atom is followed by the atoms it is bonded to, with distances in Å.
Atoms and positions in Å:
1 N 1.037 0.995 -1.320  H7 1.026, C10 1.371, C16 1.457
2 H 0.095 1.265 1.614  C13 1.118
3 N 0.938 -0.913 0.820  H4 1.082, N14 1.444, H15 1.053, H17 1.111
4 H 0.484 -1.241 1.745  N3 1.082
5 H -2.269 -1.185 -0.303  C12 1.029
6 H -2.010 -0.935 1.421  C12 1.053
7 H 1.505 1.409 -2.134  N1 1.026
8 H -0.832 0.171 -1.948  C16 1.152
9 H 0.515 -1.196 -1.666  C16 1.196
10 C 0.711 1.899 -0.341  N1 1.371, C13 1.537, O19 1.147
11 H -1.340 -2.216 0.644  C12 0.991
12 C -1.633 -1.280 0.500  H5 1.029, H6 1.053, H11 0.991, N14 1.832
13 C -0.273 1.144 0.566  H2 1.118, C10 1.537, N14 1.477, H18 1.096
14 N -0.154 -0.264 0.133  N3 1.444, C12 1.832, C13 1.477, C16 1.504
15 H 1.437 -1.683 0.303  N3 1.053
16 C 0.102 -0.122 -1.341  N1 1.457, H8 1.152, H9 1.196, N14 1.504
17 H 1.796 -0.216 0.927  N3 1.111
18 H -1.316 1.466 0.473  C13 1.096
19 O 1.207 2.903 -0.092  C10 1.147

## Properties
- net charge = +2
- energy above the lowest of the compared OMol25 structures with the same formula, charge and spin (kJ/mol) = 373.3
- HOMO (eV) = -18.72
- orbital gap (eV) = 9.9
- SMILES = C[N@@+]1([NH3+])CNC(=O)C1


No. 3
2 unconnected molecules or ions with the total composition C2H2BrClO at a distorted geometry. Source: the Open Molecules 2025 dataset; level of theory: the ωB97M-V functional and the def2-TZVPD basis.

Each atom is followed by the atoms it is bonded to, with distances in Å.
Atoms and positions in Å:
1 Br 1.820 1.280 -0.801  C5 1.813
2 O -0.042 -1.482 0.949  C7 1.157
3 H 0.039 -0.084 -1.810  C5 1.037
4 Cl -1.218 1.814 -1.208  C5 1.852
5 C 0.160 0.589 -1.030  Br1 1.813, H3 1.037, Cl4 1.852
6 H -1.467 0.000 1.124  C7 1.018
7 C -0.605 -0.475 0.862  O2 1.157, H6 1.018

## Properties
- energy above the lowest of the compared OMol25 structures with the same formula, charge and spin (kJ/mol) = 300.5
- HOMO (spin up / spin down) (eV) = -8.39 / -8.39
- orbital gap (spin up / spin down) (eV) = 8.3 / 8.3


No. 4
2 unconnected molecules or ions with the total composition C4H11NO at a distorted geometry. Source: the Open Molecules 2025 dataset; level of theory: the ωB97M-V functional and the def2-TZVPD basis.

Each atom is followed by the atoms it is bonded to, with distances in Å.
Atoms and positions in Å:
1 C 2.271 -0.344 -2.304  H4 1.086, C6 1.525, H8 1.097, H11 1.088
2 O -2.536 0.558 1.487  C7 1.210
3 H 0.512 -0.459 1.084  C5 1.077
4 H 2.405 -0.045 -3.340  C1 1.086
5 C -0.132 0.360 1.361  H3 1.077, C7 1.525, H15 1.088, H16 1.084
6 C 2.805 0.675 -1.303  C1 1.525, H10 1.097, H14 1.105, H17 1.079
7 C -1.573 -0.053 1.084  O2 1.210, C5 1.525, N12 1.376
8 H 1.196 -0.527 -2.179  C1 1.097
9 H -2.711 -1.314 0.039  N12 1.012
10 H 3.587 1.288 -1.768  C6 1.097
11 H 2.707 -1.337 -2.229  C1 1.088
12 N -1.735 -1.107 0.214  C7 1.376, H9 1.012, H13 1.006
13 H -1.075 -1.853 0.082  N12 1.006
14 H 2.037 1.464 -1.206  C6 1.105
15 H 0.052 1.117 0.601  C5 1.088
16 H -0.070 0.740 2.374  C5 1.084
17 H 2.998 0.249 -0.331  C6 1.079

## Properties
- energy above the lowest of the compared OMol25 structures with the same formula, charge and spin (kJ/mol) = 34.4
- HOMO (eV) = -9.83
- orbital gap (eV) = 10.6
- SMILES = CC(N)=O.CC


No. 5
2 unconnected molecules or ions with the total composition C4H9N2O at a distorted geometry. Source: the Open Molecules 2025 dataset; level of theory: the ωB97M-V functional and the def2-TZVPD basis.

Each atom is followed by the atoms it is bonded to, with distances in Å.
Atoms and positions in Å:
1 N -3.259 0.353 0.052  H4 1.007, H8 1.010, C15 1.329
2 H 0.997 1.157 -0.243  C16 1.081
3 H 2.490 0.986 -1.216  C16 1.088
4 H -3.676 1.098 0.584  N1 1.007
5 H -2.021 -1.630 -0.986  N11 1.029
6 H 3.525 -0.409 0.844  C13 1.085
7 H 1.802 -1.779 -0.949  C10 1.065
8 H -3.800 -0.033 -0.709  N1 1.010
9 H 1.956 -0.167 1.687  C13 1.082
10 C 1.812 -0.884 -0.373  H7 1.065, C13 1.434, C16 1.436
11 N -1.557 -1.212 -0.168  H5 1.029, O14 1.286, C15 1.304
12 H -1.605 0.205 1.307  C15 1.084
13 C 2.460 -0.240 0.733  H6 1.085, H9 1.082, C10 1.434, C16 1.528
14 O -0.477 -1.791 0.222  N11 1.286
15 C -2.118 -0.206 0.443  N1 1.329, N11 1.304, H12 1.084
16 C 1.871 0.549 -0.436  H2 1.081, H3 1.088, C10 1.436, C13 1.528

## Properties
- net charge = +1
- energy above the lowest of the compared OMol25 structures with the same formula, charge and spin (kJ/mol) = 610.7
- HOMO (spin up / spin down) (eV) = -12.15 / -12.42
- orbital gap (spin up / spin down) (eV) = 6.4 / 7.0


No. 6
2 unconnected molecules or ions with the total composition C2H3O2S at a distorted geometry. Source: the Open Molecules 2025 dataset; level of theory: the ωB97M-V functional and the def2-TZVPD basis.

Each atom is followed by the atoms it is bonded to, with distances in Å.
Atoms and positions in Å:
1 C 1.513 0.040 0.087  O2 1.187, S8 1.747
2 O 2.685 0.184 0.204  C1 1.187
3 H -1.732 0.643 0.781  C4 1.088
4 C -1.151 0.219 -0.036  H3 1.088, H5 1.086, H6 1.135, S8 1.805
5 H -1.748 0.163 -0.942  C4 1.086
6 H -0.643 -0.769 0.197  C4 1.135
7 O 0.767 -1.727 0.003  no bonds
8 S 0.309 1.247 -0.294  C1 1.747, C4 1.805

## Properties
- net charge = -1
- energy above the lowest of the compared OMol25 structures with the same formula, charge and spin (kJ/mol) = 347.4
- HOMO (eV) = -3.22
- orbital gap (eV) = 6.7